11
Properties=species:S:1:pos:R:3:nbo_charge:R:1 method="wB97M-V/def2-TZVPD" relative_energy_kj_mol=89.5 e_homo_ev=-9.451 multiplicity=1 smiles=NCO.S orbital_gap_ev=10.3
N -0.1642 -1.3991 -0.1545 -0.88
C 0.7849 -2.0486 -1.2022 0.09
O 1.8615 -2.7385 -0.4262 -0.70
H -0.3699 -2.0428 0.6541 0.37
H -1.1390 -1.1752 -0.4473 0.36
H 0.2358 -2.8332 -1.6679 0.14
H 1.0964 -1.2958 -1.9564 0.17
H 2.4676 -2.8036 -1.1127 0.46
S -1.2521 2.9786 0.9253 -0.31
H -0.1186 2.3318 0.4320 0.16
H -0.5913 4.1544 0.9974 0.14